(1)
# C8H30B2O31

A cluster of 17 separate species, C8H30B2O31 in total in a non-equilibrium geometry (the ωB97M-V functional and the def2-TZVPD basis, the OMol25 dataset).

Summary:
- HOMO level (eV) = -5.5
- charge = -2
- total energy (hartree) = -2705.62468
- E_LUMO (eV) = 3.44
- relative energy (zero: lowest compared OMol25 entry of this formula, charge and spin) (kJ/mol) = 176.25

Element x y z (Å)
O -2.607 4.924 0.369
O -2.795 -2.899 3.677
O -1.488 2.586 -3.106
O -2.965 3.933 3.281
O 3.531 -4.956 0.248
O -4.383 -0.989 1.544
O -2.033 -6.474 3.041
O 2.875 -1.697 -2.078
O 1.089 -3.542 -0.334
O 4.864 1.554 -1.984
O 0.056 -1.518 -0.470
O 3.423 -4.759 -2.734
O -1.704 -2.000 1.023
O 3.936 2.361 0.888
O 1.170 -6.680 -0.413
O 2.080 2.804 -0.304
O -4.489 3.274 -2.241
O 2.838 2.316 -2.473
O 0.374 2.779 4.091
O 0.816 4.801 2.094
O -1.924 -0.044 -0.420
O 1.418 4.244 -2.038
O -2.598 2.194 -0.388
O -0.439 0.061 1.303
O -0.479 2.383 1.575
O 0.521 -2.909 -3.651
O 2.276 1.160 2.572
O -0.360 -0.293 -3.598
O -0.386 5.379 -2.918
O -1.063 -4.078 1.651
O 0.453 2.071 -2.033
C -0.890 -3.039 1.023
C 3.318 2.405 -0.222
C -0.830 1.329 1.065
C 0.178 -2.728 -0.042
C -0.367 2.932 -2.653
C -1.938 1.210 0.015
C 0.214 4.365 -2.554
C 3.775 2.095 -1.686
B -1.022 -0.892 0.348
B 1.674 2.837 -1.708
H 1.782 0.480 2.115
H 2.976 -3.992 -2.377
H 2.828 -1.695 -1.122
H 1.178 -2.730 -2.979
H 0.091 -2.067 -3.798
H -2.543 4.521 3.907
H -1.834 -6.750 2.146
H -3.685 -1.628 1.406
H 2.875 1.507 1.910
H 4.354 -4.552 -2.655
H 0.344 -6.251 -0.635
H -1.510 -5.682 3.169
H 3.651 -1.174 -2.281
H 0.422 4.093 1.584
H -2.037 -2.828 4.258
H -4.244 2.766 -3.014
H -2.657 4.232 2.425
H -0.033 2.782 3.224
H -3.876 2.990 -1.563
H -2.420 -2.930 2.797
H 0.553 5.600 1.638
H -3.386 5.385 0.059
H 2.948 -5.348 -0.402
H 3.250 -4.043 0.303
H 1.096 3.403 4.019
H -2.695 4.039 0.013
H 1.219 -6.627 0.541
H -0.751 -0.401 -2.731
H -0.077 0.621 -3.621
H -3.938 -0.220 1.902

Cartesian forces, eV/Å:
O 0.162 0.467 0.424
O -0.393 0.058 0.409
O 4.106 1.440 1.208
O -0.400 -0.188 0.320
O 0.698 -0.053 0.581
O -0.483 0.075 -0.191
O -0.145 -0.499 0.325
O -0.067 -0.254 -0.060
O -2.833 2.544 0.635
O -2.562 1.587 0.914
O -0.818 0.587 0.172
O -0.025 -0.505 -0.336
O 0.189 0.121 0.373
O -1.355 -0.114 -4.775
O 0.109 -0.467 -0.183
O -0.462 -0.530 -0.251
O -0.667 0.417 -0.103
O -2.846 0.989 -1.703
O -0.268 0.060 1.201
O 0.279 0.507 0.212
O -1.122 0.648 -0.691
O -0.380 0.301 -0.331
O 1.677 -3.632 1.150
O 0.745 1.319 0.653
O -0.720 -2.646 -1.431
O -0.219 -0.926 -0.129
O -0.218 -0.572 0.497
O -0.138 -0.300 -0.385
O 1.803 -2.389 0.994
O 0.675 2.061 -1.210
O 0.317 1.147 -0.272
C -0.731 -2.128 0.025
C 2.102 0.537 3.907
C 0.058 0.658 1.070
C 3.864 -3.640 -0.170
C -4.469 -1.583 -0.663
C -0.805 2.505 -1.603
C -1.774 1.808 -1.336
C 5.888 -3.089 1.705
B 0.019 1.537 -0.106
B -0.057 0.266 0.065
H -0.313 -0.150 0.044
H -0.152 0.430 0.052
H -0.177 -0.019 0.318
H 0.257 0.241 0.124
H 0.070 0.543 -0.109
H 0.254 -0.020 0.151
H 0.053 0.060 -0.203
H 0.131 -0.106 0.041
H 0.412 0.400 -0.102
H 0.155 0.072 0.141
H -0.119 0.316 -0.126
H -0.005 0.365 -0.120
H 0.260 0.269 -0.209
H -0.080 -0.338 -0.191
H 0.180 0.056 0.121
H 0.257 -0.066 -0.110
H 0.128 0.198 -0.607
H 0.109 -0.098 -0.045
H 0.277 -0.366 0.073
H 0.049 -0.179 -0.056
H -0.070 0.167 -0.136
H -0.160 0.148 -0.110
H -0.347 -0.177 -0.386
H -0.218 0.082 -0.001
H 0.131 0.035 -0.216
H 0.181 -0.584 -0.117
H 0.089 0.166 0.294
H -0.153 0.142 0.311
H 0.015 0.122 0.053
H 0.046 0.165 0.209



(2)
# C8H30BCsN4O5

A structure of composition C8H30BCsN4O5 in a non-equilibrium geometry (the ωB97M-V functional and the def2-TZVPD basis, the OMol25 dataset).

Summary:
- HOMO level (eV) = -8.4
- total energy (hartree) = -962.20139
- E_LUMO (eV) = -0.56
- relative energy (zero: lowest compared OMol25 entry of this formula, charge and spin) (kJ/mol) = 2197.26

Element x y z (Å)
Cs -11.501 18.308 -14.678
O -13.326 17.069 -13.582
O -8.470 15.623 -14.844
O -14.587 20.233 -18.222
O -8.196 20.181 -18.271
O -10.760 16.839 -19.620
N -9.945 18.961 -18.910
N -9.657 19.394 -16.821
N -13.414 18.329 -17.988
N -12.792 19.991 -16.825
C -9.178 19.558 -18.006
C -13.683 19.554 -17.693
C -14.455 17.447 -15.578
C -7.928 16.093 -16.045
C -12.558 16.582 -21.162
C -13.834 16.380 -14.673
C -12.175 16.804 -19.752
C -8.756 17.233 -16.596
B -11.496 18.013 -17.145
H -14.929 17.031 -16.467
H -7.926 15.304 -16.796
H -15.279 18.058 -15.209
H -10.447 18.773 -16.717
H -13.785 18.199 -15.997
H -12.261 17.403 -21.813
H -11.961 19.448 -16.637
H -12.075 15.649 -21.455
H -8.257 14.688 -14.792
H -12.847 20.991 -16.695
H -12.479 18.119 -17.667
H -12.739 16.096 -19.144
H -6.866 16.327 -15.978
H -13.930 17.796 -18.673
H -13.617 16.396 -21.340
H -9.805 16.973 -16.742
H -11.522 19.071 -16.932
H -8.277 17.758 -17.422
H -10.766 18.480 -18.571
H -12.987 15.853 -15.113
H -8.771 18.012 -15.834
H -9.364 19.859 -15.974
H -10.464 17.780 -16.930
H -10.464 17.680 -19.977
H -12.859 16.442 -13.024
H -11.692 17.838 -18.192
H -12.173 17.510 -16.473
H -9.734 19.002 -19.897
H -14.557 15.661 -14.289
H -12.600 17.760 -19.447

Cartesian forces, eV/Å:
Cs 2.855 2.017 5.392
O -0.651 -0.103 2.861
O -0.414 -0.225 0.789
O 0.486 -0.077 0.887
O 2.942 1.511 -0.833
O -0.614 -2.342 -0.674
N -0.110 0.765 -2.055
N 1.119 5.375 4.773
N -6.914 -0.429 -2.111
N -4.012 8.021 3.044
C 0.278 1.656 -1.458
C -3.248 2.254 -2.822
C -0.871 -0.226 -0.718
C 0.373 -0.257 -2.114
C -0.185 -0.996 -1.289
C -1.265 0.303 -0.766
C -0.451 1.027 -1.093
C 2.948 -1.420 2.215
B 5.157 -5.942 1.842
H 0.331 -0.467 0.023
H -0.202 -0.420 -0.113
H 0.025 -0.362 1.091
H 2.364 1.517 0.237
H -0.133 -0.699 0.730
H 0.173 -0.080 -0.042
H -6.967 6.310 4.076
H 0.200 0.080 -0.487
H -0.036 0.005 0.247
H -0.124 0.059 0.112
H -5.850 -0.801 -3.038
H 1.005 -0.577 0.515
H 0.119 0.460 0.501
H -0.432 0.779 0.656
H -0.216 0.244 0.303
H 2.254 -1.862 -0.139
H 7.418 -6.293 -5.718
H 0.035 -0.936 -0.063
H 0.810 0.582 -0.788
H -0.221 -0.292 -0.760
H 0.524 -0.807 0.363
H 1.060 0.487 -0.974
H -0.932 -2.334 -0.293
H -0.186 -1.102 -0.312
H -0.138 -0.136 0.453
H 2.266 -1.699 -1.482
H -1.759 -2.748 0.183
H 0.550 0.726 0.431
H -0.173 -0.190 -0.495
H 0.810 -0.357 -1.085



(3)
# C8H31N2O12

A cluster of 9 separate species, C8H31N2O12 in total in a non-equilibrium geometry (the ωB97M-V functional and the def2-TZVPD basis, the OMol25 dataset).

Summary:
- HOMO level (eV) = -4.1
- charge = -1
- total energy (hartree) = -1335.82927
- E_LUMO (eV) = 2.00

Element x y z (Å)
O 3.188 -2.653 -4.404
O 2.114 -3.080 6.217
O 2.060 -1.165 -2.046
O -2.018 2.531 1.012
O 3.126 -0.913 0.783
O -0.796 3.030 -2.847
O 2.188 1.611 2.127
O 4.318 -2.412 -7.241
O -0.669 -2.037 -0.478
O -2.699 -2.231 -1.278
O -3.975 0.630 -3.701
O 1.228 -0.530 5.662
N -1.831 0.890 -1.499
N -1.946 1.317 3.019
C -0.271 1.761 -3.233
C -1.122 0.312 0.832
C -1.818 -1.533 -0.759
C -0.745 1.627 3.824
C -1.732 1.531 1.611
C -0.574 0.623 -2.165
C -2.054 -0.027 -0.386
C -3.163 1.966 3.518
H -0.672 3.136 -1.890
H 3.954 -2.942 -4.913
H 2.380 -3.711 6.893
H 0.839 1.830 -3.283
H 2.464 -2.682 -5.039
H -4.785 0.893 -4.149
H -3.908 2.130 2.711
H 3.709 -1.814 -7.689
H -4.034 -0.334 -3.646
H 2.681 -0.089 1.012
H -0.066 0.482 0.560
H -2.994 2.934 4.039
H 1.555 -3.595 5.621
H 2.279 -1.827 -2.714
H -1.143 -0.565 1.511
H -3.118 0.057 -0.064
H 2.508 1.799 1.235
H 2.430 -1.453 0.390
H 1.965 -1.146 5.571
H -3.640 1.255 4.235
H 0.713 -0.891 6.390
H 2.808 2.076 2.700
H 1.289 -1.544 -1.583
H -0.709 1.461 -4.203
H 0.130 1.631 3.138
H -0.562 0.761 4.498
H 4.768 -2.871 -7.959
H 0.299 0.604 -1.490
H -0.577 -0.329 -2.749
H -2.614 0.871 -2.145
H -0.804 2.585 4.380

Cartesian forces, eV/Å:
O -0.082 -0.148 -0.078
O -0.031 -0.481 0.138
O -0.293 -0.367 0.090
O -0.622 0.674 0.443
O 0.017 -0.008 0.169
O 0.242 0.029 -0.236
O 0.204 0.186 -0.248
O 0.014 -0.063 -0.222
O -0.153 1.327 -0.107
O -1.321 0.918 -0.514
O -0.223 -0.207 -0.273
O 0.041 0.275 -0.003
N 0.365 -0.346 0.524
N -0.679 1.250 -0.346
C 0.141 -0.682 1.160
C -0.993 0.098 1.156
C 1.836 -1.733 0.481
C 0.617 -1.500 -0.414
C 1.382 -1.311 -0.909
C 0.234 0.760 -1.807
C 0.114 -0.409 0.533
C -0.637 -0.447 0.335
H -0.297 -0.328 -0.275
H -0.035 0.138 -0.020
H 0.074 0.095 -0.030
H -0.543 -0.159 -0.459
H 0.031 0.015 0.058
H 0.067 0.069 0.071
H 0.666 -0.079 0.364
H 0.016 0.031 0.143
H 0.154 0.020 0.219
H -0.027 -0.326 0.252
H -0.593 0.039 -0.067
H 0.023 -0.420 -0.341
H 0.031 0.150 -0.085
H 0.185 0.114 0.049
H 0.180 0.537 -0.428
H 0.672 0.056 -0.212
H -0.121 0.196 0.037
H 0.104 0.084 -0.175
H -0.178 0.027 0.064
H 0.271 0.625 -0.237
H 0.093 -0.057 -0.060
H -0.044 -0.124 0.045
H -0.189 0.163 -0.082
H 0.210 0.509 0.404
H -0.486 0.196 0.577
H -0.041 0.882 -0.026
H -0.003 -0.008 0.085
H -0.724 -0.154 0.019
H 0.196 0.326 0.539
H 0.250 0.000 0.074
H -0.114 -0.430 -0.377



Which of these has the highest E_LUMO? C8H30B2O31



Number 2 is which compound? C8H30BCsN4O5



The highest E_LUMO belongs to which entry? C8H30B2O31



The highest total energy belongs to which entry? C8H30BCsN4O5